w.
{
  "formula": "C3H8N4O",
  "method": "ωB97M-V/def2-TZVPD",
  "symbols": ["C", "C", "C", "H", "H", "H", "H", "H", "H", "H", "H", "N", "N", "N", "N", "O"],
  "xyz": [[-2.502, -0.701, 0.140], [-2.459, 0.839, -0.235], [1.254, 0.640, 0.024], [-2.711, -1.263, -0.989], [-3.527, -0.943, 1.208], [-1.196, -1.018, 0.716], [-3.453, 1.486, -0.343], [-0.406, -0.761, 0.020], [1.980, -1.357, -0.581], [3.855, -0.879, 0.603], [3.323, 1.212, 0.276], [-1.172, 1.176, -0.456], [-0.149, 0.280, -0.127], [2.108, -0.372, -0.143], [3.512, -0.214, -0.346], [1.540, 1.875, 0.233]],
  "e_homo_ev": -8.99,
  "multiplicity": 1,
  "gap_ev": 9.3
}

---

x.
{
  "formula": "C3H8N4O",
  "method": "ωB97M-V/def2-TZVPD",
  "symbols": ["C", "C", "C", "H", "H", "H", "H", "H", "H", "H", "H", "N", "N", "N", "N", "O"],
  "xyz": [[1.669, 0.176, 0.081], [0.760, -0.918, 0.276], [-2.240, 0.093, 0.131], [2.158, 2.056, -0.739], [0.233, 1.724, -0.332], [3.434, -0.912, 0.157], [1.094, -2.013, 0.109], [0.173, -1.441, 1.236], [-1.984, -1.833, -0.622], [-3.212, -0.150, 1.056], [-2.798, 1.980, -0.086], [1.247, 1.552, 0.036], [3.063, 0.078, -0.156], [-1.456, -0.974, -0.104], [-2.008, 1.418, -0.213], [-0.134, -0.837, -0.831]],
  "e_homo_ev": -8.70,
  "multiplicity": 1,
  "gap_ev": 9.0
}

---

Verdict on stability: w comes out at the bottom.

---

w.
{
  "formula": "CH6N3O",
  "method": "ωB97M-V/def2-TZVPD",
  "symbols": ["N", "C", "N", "N", "O", "H", "H", "H", "H", "H", "H"],
  "xyz": [[-1.643, -0.498, 0.064], [-0.546, 0.539, 0.046], [0.593, -0.252, -0.180], [1.908, 0.440, -0.010], [2.881, -0.382, -0.248], [-1.813, -0.838, -0.895], [-2.524, -0.162, 0.473], [-1.277, -1.301, 0.604], [-0.748, 1.258, -0.761], [-0.543, 1.080, 1.001], [3.713, 0.114, -0.094]],
  "total_charge": 1,
  "e_homo_ev": [-14.47, -14.47],
  "smiles": "[NH3+]C/N=N/O",
  "multiplicity": 1,
  "gap_ev": [9.7, 9.7]
}

---

x.
{
  "formula": "CH6N3O",
  "method": "ωB97M-V/def2-TZVPD",
  "symbols": ["C", "N", "N", "N", "O", "H", "H", "H", "H", "H", "H"],
  "xyz": [[-0.769, 0.048, -0.535], [-0.609, -1.144, 0.142], [0.886, 0.783, 0.024], [1.681, -0.056, -0.248], [-1.687, 0.865, 0.006], [-0.664, 0.269, -1.610], [-1.059, -1.135, 1.083], [1.148, 1.650, 0.468], [2.668, 0.004, -0.135], [0.066, -1.788, -0.131], [-1.661, 0.503, 0.936]],
  "total_charge": 1,
  "e_homo_ev": -15.34,
  "multiplicity": 1,
  "gap_ev": 10.1
}

---

Verdict on stability: w comes out at the bottom.